No. 1
A molecular structure, C6H9N at a distorted geometry. Source: the Open Molecules 2025 dataset; level of theory: the ωB97M-V functional and the def2-TZVPD basis.

Geometry as ORCA input:
```
! wB97M-V def2-TZVPD RIJCOSX def2/J DEFGRID3
* xyz 0 3
C -2.64 -1.04 0.20
C -0.70 0.63 -0.43
C -3.43 0.72 -0.22
C 1.83 0.34 -0.15
C -1.96 0.15 -0.19
C 2.06 -1.11 0.02
N -3.88 -0.64 0.15
H -2.22 -1.98 0.52
H 1.84 1.12 0.54
H -0.68 1.72 -0.78
H -3.68 1.44 0.61
H -3.79 1.05 -1.25
H 2.05 0.62 -1.16
H 1.71 -1.41 -0.93
H 1.44 -1.58 0.89
H 3.14 -1.12 0.26
*
```

Values from the calculation:
HOMO level (spin up / spin down) = -0.2622 / -0.3500 Ha
Energy relative to the best compared isomer or geometry (same formula, charge and spin) = 299.3 kJ/mol
Frontier orbital gap (spin up / spin down) = 7.493 / 7.798 eV

No. 2
2 unconnected molecules or ions with the total composition CH4N5 at a distorted geometry. Source: the Open Molecules 2025 dataset; level of theory: the ωB97M-V functional and the def2-TZVPD basis.

Geometry as ORCA input:
```
! wB97M-V def2-TZVPD RIJCOSX def2/J DEFGRID3
* xyz 1 1
C 2.68 -0.40 -0.18
N -2.36 -0.62 0.00
N -1.15 -0.92 -0.15
N -1.20 1.16 0.35
N -2.40 0.71 0.33
N -0.39 0.16 0.06
H 3.62 -0.91 -0.30
H 2.02 -0.68 0.69
H 2.38 0.16 -1.06
H -3.19 1.32 0.27
*
```

Values from the calculation:
HOMO level = -0.5677 Ha
Energy relative to the best compared isomer or geometry (same formula, charge and spin) = 502.5 kJ/mol
Frontier orbital gap = 5.873 eV

No. 3
2 unconnected molecules or ions with the total composition C4H9NO. Source: the Open Molecules 2025 dataset; level of theory: the ωB97M-V functional and the def2-TZVPD basis.

Geometry as ORCA input:
```
! wB97M-V def2-TZVPD RIJCOSX def2/J DEFGRID3
* xyz 0 1
C 1.27 0.60 -0.59
C -2.17 0.51 -0.86
C -1.62 0.73 0.32
O -1.32 1.06 1.40
N 0.46 -0.52 -0.15
C 0.86 -1.07 1.13
H 2.35 0.35 -0.66
H 0.91 0.93 -1.57
H 1.15 1.42 0.11
H -3.10 1.03 -1.07
H -1.73 -0.15 -1.59
H 0.44 -1.24 -0.87
H 1.94 -1.26 1.19
H 0.58 -0.38 1.92
H 0.33 -2.01 1.29
*
```

Values from the calculation:
HOMO level = -0.3218 Ha
Energy relative to the best compared isomer or geometry (same formula, charge and spin) = 215.8 kJ/mol
Frontier orbital gap = 9.712 eV

No. 4
5 unconnected molecules or ions with the total composition C35H34BrF35IO10P at a distorted geometry. Source: the Open Molecules 2025 dataset; level of theory: the ωB97M-V functional and the def2-TZVPD basis.

Geometry as ORCA input:
```
! wB97M-V def2-TZVPD RIJCOSX def2/J DEFGRID3
* xyz 0 1
C 6.92 -0.93 -0.82
C 5.80 0.01 -1.25
O 5.98 1.10 -1.57
O 4.51 -0.56 -1.23
C 3.98 -0.50 -2.52
O 4.57 -0.92 -3.41
C 2.61 0.20 -2.67
C 1.43 -0.80 -2.35
C 1.74 -1.96 -3.35
O 2.27 -2.96 -3.19
O 1.19 -1.49 -4.54
C 0.15 -0.51 -4.38
P 0.25 1.08 -5.37
O 1.16 2.21 -4.56
Br 1.56 0.48 -7.11
C 0.01 -0.48 -2.83
C -0.86 -1.80 -2.57
C -0.61 -2.49 -1.20
C -1.95 -3.01 -0.60
I -3.17 -4.09 -2.00
C -0.86 0.59 -2.12
C -0.19 1.95 -1.81
C -0.30 2.41 -0.38
F 0.28 3.60 -0.11
C -0.94 1.81 0.64
F -0.60 0.59 1.00
F -1.92 2.43 1.27
H 6.53 -1.95 -0.88
H 7.78 -0.82 -1.50
H 7.25 -0.71 0.20
H 2.56 0.47 -3.73
H 2.64 1.05 -1.99
H 1.60 -1.01 -1.28
H -0.81 -0.93 -4.75
H 0.54 2.93 -4.36
H -0.81 -2.51 -3.40
H -1.91 -1.43 -2.55
H -0.02 -3.40 -1.40
H -0.15 -1.84 -0.44
H -2.53 -2.14 -0.25
H -1.73 -3.70 0.22
H -1.32 0.11 -1.24
H -1.71 0.79 -2.80
H -0.72 2.73 -2.40
H 0.86 2.03 -2.11
C -1.59 6.59 -1.92
C -1.43 6.01 -3.34
C -1.70 6.97 -4.50
F -2.96 7.46 -4.48
F -1.54 6.32 -5.68
F -2.20 4.90 -3.45
F -0.14 5.59 -3.46
O -2.82 6.35 -1.26
C -3.88 7.21 -1.52
C -5.04 6.49 -2.23
F -4.64 5.93 -3.38
F -6.02 7.38 -2.52
F -3.46 8.29 -2.20
F -4.32 7.65 -0.33
H -0.85 6.06 -1.31
H -1.29 7.64 -1.87
H -1.00 7.81 -4.48
H -5.45 5.71 -1.59
C -7.17 -1.22 0.35
C -5.80 -0.87 -0.25
C -5.45 0.62 -0.32
F -6.32 1.31 -1.08
F -4.22 0.77 -0.88
F -5.68 -1.45 -1.46
F -4.86 -1.46 0.55
O -8.23 -1.46 -0.56
C -8.93 -0.37 -1.06
C -8.73 -0.20 -2.57
F -7.43 -0.06 -2.88
F -9.37 0.91 -3.00
F -8.62 0.74 -0.37
F -10.24 -0.62 -0.83
H -7.04 -2.18 0.86
H -7.47 -0.52 1.14
H -5.43 1.06 0.68
H -9.12 -1.07 -3.11
C 0.25 -2.14 3.61
C -1.25 -2.34 3.34
C -2.21 -1.70 4.34
F -2.04 -2.18 5.58
F -3.49 -1.98 3.98
F -1.49 -3.67 3.21
F -1.50 -1.79 2.12
O 0.94 -3.18 4.28
C 0.88 -3.23 5.66
C 0.14 -4.46 6.17
F -1.11 -4.52 5.68
F 0.05 -4.42 7.52
F 0.37 -2.08 6.15
F 2.16 -3.28 6.10
H 0.73 -2.10 2.63
H 0.46 -1.16 4.06
H -2.09 -0.62 4.35
H 0.67 -5.37 5.88
C 6.42 -3.54 4.16
C 7.11 -3.30 5.51
C 7.32 -1.85 5.91
F 8.10 -1.19 5.03
F 7.94 -1.79 7.11
F 8.27 -3.99 5.54
F 6.31 -3.87 6.46
O 7.26 -3.82 3.04
C 7.82 -2.75 2.37
C 9.34 -2.71 2.49
F 9.73 -2.65 3.78
F 9.83 -1.60 1.87
F 7.24 -1.60 2.76
F 7.50 -2.91 1.06
H 5.84 -4.46 4.28
H 5.68 -2.77 3.93
H 6.37 -1.32 6.00
H 9.79 -3.59 2.04
*
```

Values from the calculation:
HOMO level = -0.3332 Ha
Frontier orbital gap = 8.918 eV